1.
45
Properties=species:S:1:pos:R:3:forces:R:3 method="wB97M-V/def2-TZVPD" e_above_lowest_kcal_mol=0.0 total_energy_ev=-47534.36870 homo_lumo_gap_ev=9.33 largest_force_ev_per_a=1.7 smiles="CC(C)Cc1nc(SCC(=O)Nc2nnc(CC(C)C)s2)n[nH]1" e_lumo_ev=0.5
C -4.92283 -2.23237 -1.43104 -0.08 0.16 0.26
H -4.49333 -1.29792 -1.78560 0.03 0.08 -0.12
H -5.94009 -2.29929 -1.80870 -0.08 -0.01 -0.10
C -4.92094 -2.29174 0.09410 0.10 -0.25 -0.09
C -5.58415 -3.57584 0.58166 0.04 0.29 -0.01
H -6.60668 -3.63384 0.21727 -0.11 -0.07 -0.02
H -5.60563 -3.61020 1.66804 -0.02 -0.07 0.13
H -5.04153 -4.44676 0.21929 0.05 -0.14 -0.04
H -5.47555 -1.43234 0.48286 0.05 -0.02 0.00
C -3.48401 -2.20760 0.64257 -0.39 0.05 0.02
C -2.85715 -0.91040 0.30845 0.43 -0.02 -0.24
N -3.11394 0.24809 0.87639 -0.38 0.01 0.41
C -2.32471 1.11672 0.21160 0.27 -0.72 -0.61
N -1.59225 0.56437 -0.73449 0.07 0.34 -0.26
N -1.94157 -0.73382 -0.66793 -0.32 0.10 0.42
H -1.52625 -1.39943 -1.30018 -0.07 0.03 0.11
S -2.24128 2.80852 0.59043 0.05 0.53 0.01
C -1.06255 3.30523 -0.70825 -0.47 -0.22 0.10
C 0.21007 2.48400 -0.73182 -0.08 0.27 0.27
O 0.82049 2.26068 -1.74935 0.04 0.15 -0.28
N 0.65145 2.07709 0.49423 -0.05 0.26 0.27
C 1.73229 1.25292 0.64243 0.64 -0.33 -0.80
N 2.09245 0.74841 1.77495 -1.37 0.93 0.29
N 3.16624 -0.02701 1.67704 1.18 -0.92 0.33
C 3.64318 -0.13039 0.48959 -0.37 0.64 -0.77
C 4.81689 -0.96237 0.13346 -0.01 -0.43 0.18
H 5.20143 -0.65071 -0.83874 0.14 -0.02 -0.02
H 5.58949 -0.80548 0.88885 0.04 0.07 -0.07
C 4.46261 -2.46076 0.09183 0.16 0.03 -0.24
C 5.73026 -3.28156 -0.12463 -0.24 0.09 0.15
H 5.49551 -4.34317 -0.14181 0.04 -0.13 -0.02
H 6.44656 -3.10244 0.67356 0.13 -0.01 0.06
H 6.19631 -3.01829 -1.07198 0.09 0.01 -0.13
C 3.44534 -2.74692 -1.00883 0.03 -0.02 0.31
H 2.52366 -2.19584 -0.83697 -0.13 0.02 -0.05
H 3.20780 -3.80800 -1.03780 -0.04 -0.11 -0.05
H 3.84255 -2.45653 -1.97951 0.04 0.03 -0.17
H 4.02464 -2.72708 1.05908 0.02 0.06 -0.03
S 2.73470 0.79240 -0.70928 0.22 -0.34 0.95
H 0.10122 2.26248 1.32488 0.01 -0.06 -0.14
H -1.54354 3.22902 -1.68304 0.17 -0.01 0.04
H -0.82261 4.35008 -0.50450 0.00 -0.03 -0.02
H -3.51453 -2.30143 1.72902 0.10 -0.06 -0.02
H -2.88221 -3.02119 0.23191 -0.01 -0.08 0.05
H -4.35027 -3.05975 -1.84732 0.07 -0.12 -0.08

---

2.
16
Properties=species:S:1:pos:R:3:forces:R:3 method="wB97M-V/def2-TZVPD" e_above_lowest_kcal_mol=19.0 total_energy_ev=-17008.08860 homo_lumo_gap_ev=7.93 largest_force_ev_per_a=3.8 e_lumo_ev=-4.3 charge=+1
C 0.88886 -1.15860 -0.09130 2.32 -1.11 2.79
C 2.14715 -0.31430 0.13591 -1.45 1.49 0.13
C -1.56339 -0.53316 0.19720 1.66 -2.37 -1.07
N -2.04584 0.77398 0.09177 -1.13 1.30 -2.03
N -0.17649 -0.29815 -0.26287 -1.03 1.41 -0.04
N 1.88902 0.94783 0.03734 -2.03 -2.85 -1.34
P 0.11316 1.38566 -0.03184 -0.90 0.89 0.51
H 1.15993 -1.79650 -0.89265 -0.15 -1.06 -1.12
H 0.77772 -1.82435 0.85682 0.26 0.80 -1.34
H -2.71674 1.03975 0.78833 -0.35 0.35 -0.09
H 3.10496 -0.68607 0.44716 0.36 -0.24 0.02
H -1.67364 -0.95374 1.18137 0.34 0.31 0.96
H -1.93555 -1.36071 -0.42930 -0.63 0.70 -0.24
H -2.28038 1.03376 -0.89413 -0.45 -0.33 1.43
H 2.40951 1.73058 0.24354 2.46 1.56 0.57
H -0.09828 2.01402 -1.37736 0.72 -0.87 0.88

---

3.
121
Properties=species:S:1:pos:R:3:forces:R:3 method="wB97M-V/def2-TZVPD" total_energy_ev=-90028.88536 homo_lumo_gap_ev=6.21 largest_force_ev_per_a=5.1 e_lumo_ev=1.8 charge=-1
C 4.66928 -4.70861 -0.80857 1.22 0.08 -0.10
C 5.14503 -3.31397 -0.21490 0.10 -0.77 0.22
C 4.01406 -2.46486 0.49884 0.81 -0.29 1.01
N 2.72005 -2.40292 -0.23444 1.75 2.13 -0.69
Nb 2.76500 -1.04970 -1.94033 -2.37 -4.12 1.83
C 0.52684 -1.20739 -2.30964 -0.39 -0.01 -1.02
C 0.23946 -2.44887 -3.31169 -0.95 0.40 0.35
C -0.11286 -3.80467 -2.58150 0.04 -1.19 -1.96
O -0.82845 -3.68394 -1.32713 -1.29 0.83 -1.13
C -2.07529 -3.06450 -1.46186 -0.43 2.22 1.97
C -3.20816 -3.49587 -2.46796 -0.28 0.04 -0.15
O -2.32132 -2.12149 -0.68582 0.50 -2.69 -1.84
B 3.13955 0.20089 -3.88671 0.69 0.69 -0.63
C 4.35974 1.26745 -4.04387 0.02 -0.07 -1.15
O 2.17165 -0.01918 -4.96323 0.56 1.35 1.46
C 2.63804 0.80066 -0.61771 1.03 1.39 0.54
F 3.88289 1.51013 -0.75254 -1.83 -0.64 0.36
F 2.60089 0.43691 0.78093 -0.28 0.86 -1.52
C 1.49928 1.86426 -0.82971 0.48 2.41 1.22
F 0.93132 1.97436 -2.09493 1.02 -0.63 1.61
F 2.08632 3.14996 -0.58074 -1.26 -1.64 -0.48
C 0.29093 1.80626 0.22618 -0.68 0.35 0.86
F -0.18828 0.52503 0.46608 0.94 1.98 -0.45
F 0.66458 2.38674 1.45701 -0.48 -1.23 -2.17
C -0.98279 2.67205 -0.24866 -1.39 0.97 -0.28
F -1.83500 2.92129 0.84411 1.69 -0.54 -1.83
F -1.75705 2.02667 -1.19247 1.60 1.11 1.58
F -0.62397 3.93342 -0.75706 -0.51 -2.62 1.01
H 5.56713 -5.13997 -1.37381 -1.14 0.45 0.72
H 4.46475 -5.42574 0.03912 -0.25 0.69 -1.03
H 3.84275 -4.62486 -1.56981 0.65 -0.01 1.14
H 5.92305 -3.54820 0.59183 -0.93 0.35 -0.99
H 5.70223 -2.76994 -1.03228 -0.96 -0.23 0.93
H 3.86120 -2.90412 1.54884 0.14 0.31 -1.30
H 4.46893 -1.43049 0.68856 -0.65 -1.22 -0.26
H 1.98139 -2.06983 0.40191 0.22 -0.40 -0.29
H 4.59620 -1.00212 -1.74501 0.04 0.26 -0.40
H 2.99764 -2.50974 -2.98508 0.52 0.22 -0.66
H 0.03785 -0.32315 -2.81787 0.43 -0.73 0.76
H 0.02989 -1.33750 -1.30183 0.32 -0.01 -1.10
H -0.66505 -2.15417 -3.95309 1.00 -0.47 0.81
H 1.08116 -2.62136 -4.04418 -0.91 0.11 0.95
H -0.79986 -4.39274 -3.28678 0.96 0.64 0.79
H 0.79603 -4.47959 -2.45259 -1.14 1.19 0.44
H -2.85776 -3.53653 -3.54370 -0.30 -0.15 1.31
H -4.02558 -2.70590 -2.40134 1.31 -0.86 0.01
H -3.72420 -4.47222 -2.18417 1.12 1.05 -0.37
H 5.35957 0.84814 -3.72072 -1.21 0.43 -0.01
H 4.46343 1.58358 -5.12707 -0.07 -0.14 1.17
H 4.12623 2.20737 -3.43572 0.32 -1.28 -0.65
H 1.35399 0.39147 -4.59668 0.50 -0.81 -0.44
O -4.11359 -7.61113 -3.14271 -0.46 0.44 -0.23
C -5.16597 -7.29777 -3.63993 0.26 -0.40 0.32
O -5.53706 -6.00237 -3.66253 0.35 0.37 0.00
C -6.70103 -5.50313 -4.33235 -0.24 -0.11 0.05
C -7.94858 -5.71090 -3.49680 -0.06 -0.10 0.15
C -6.11214 -8.34305 -4.16695 -0.12 -0.09 -0.61
H -6.78640 -5.93310 -5.33384 0.00 -0.08 0.09
H -6.53667 -4.43251 -4.46794 0.23 -0.13 0.08
H -8.13950 -6.76818 -3.30638 -0.02 0.03 -0.10
H -8.82195 -5.28854 -3.99805 0.05 0.00 0.02
H -7.83583 -5.22991 -2.52248 0.01 0.06 -0.12
H -6.62415 -8.81249 -3.32573 0.07 0.01 -0.04
H -5.53171 -9.09458 -4.70355 0.04 -0.01 0.28
H -6.85107 -7.96360 -4.86845 -0.10 0.05 0.12
O 3.71062 3.84191 -5.45064 0.43 0.76 -0.24
C 4.23984 4.89877 -5.22206 -0.50 -0.45 0.26
O 5.53728 5.08420 -5.54504 0.31 -0.20 -0.44
C 6.22748 6.33236 -5.42820 -0.06 0.05 0.25
C 6.68105 6.57928 -4.00289 -0.02 -0.03 0.17
C 3.49667 5.99416 -4.50509 -0.16 0.52 -0.23
H 5.62051 7.15019 -5.82639 -0.04 -0.04 0.10
H 7.10460 6.25522 -6.07379 -0.16 -0.20 -0.04
H 5.83887 6.63342 -3.31156 0.01 0.08 -0.07
H 7.24318 7.51331 -3.93420 -0.01 -0.04 -0.02
H 7.31760 5.75998 -3.66124 0.00 0.07 -0.10
H 3.45841 5.75687 -3.44063 -0.04 -0.03 -0.07
H 2.48221 6.04034 -4.90302 0.04 -0.23 0.17
H 3.92582 6.98492 -4.63543 0.10 -0.01 0.13
O -5.58536 8.98303 -1.95605 0.46 -0.32 0.19
C -5.04283 8.14280 -1.27928 -0.35 0.05 -0.24
O -3.80610 7.72134 -1.59849 0.19 0.43 -0.23
C -3.02571 6.82217 -0.79675 -0.07 -0.35 0.09
C -3.43477 5.38149 -1.02548 -0.20 -0.05 -0.06
C -5.76313 7.49981 -0.12464 0.13 0.13 0.60
H -3.06501 7.11028 0.25714 -0.11 -0.02 -0.06
H -1.98989 6.95362 -1.11477 -0.17 0.18 -0.11
H -4.47618 5.20627 -0.74996 0.06 0.02 0.09
H -2.80383 4.71153 -0.44438 -0.12 0.11 -0.04
H -3.34061 5.12273 -2.08270 0.11 0.05 0.08
H -6.46740 6.76316 -0.51368 0.03 0.07 0.02
H -6.30944 8.27413 0.41566 -0.12 -0.06 -0.25
H -5.10844 7.02070 0.59882 0.00 -0.15 -0.10
O -1.68036 -0.57547 7.08003 -0.02 0.16 -0.40
C -1.23454 -0.54092 5.95511 -0.05 -0.28 0.08
O -1.97374 -0.02444 4.96103 -0.30 0.32 0.44
C -1.50016 0.17765 3.61913 0.20 -0.26 -0.37
C -1.55275 -1.10519 2.81535 -0.02 -0.18 0.07
C 0.10815 -1.14187 5.63831 0.47 0.37 -0.09
H -0.50622 0.63269 3.62415 -0.02 -0.10 0.06
H -2.17288 0.90941 3.16784 -0.04 -0.02 0.28
H -0.91761 -1.88182 3.24499 0.07 0.08 -0.04
H -1.23177 -0.92862 1.78939 -0.11 -0.09 0.08
H -2.57023 -1.50285 2.80039 0.04 0.12 -0.06
H 0.00675 -2.22687 5.58806 0.02 0.07 0.04
H 0.80221 -0.87931 6.43830 -0.16 -0.21 0.08
H 0.55127 -0.78147 4.71361 -0.09 -0.12 -0.09
O 3.15789 -3.10614 10.66311 -0.54 0.23 -0.08
C 2.19941 -2.40156 10.86864 0.43 0.00 -0.07
O 1.26293 -2.24836 9.91541 0.06 -0.42 -0.21
C 0.03013 -1.53635 10.09910 -0.14 0.27 0.02
C 0.23103 -0.04179 9.95923 0.17 0.14 0.04
C 2.07499 -1.62553 12.15256 -0.39 -0.14 0.47
H -0.43912 -1.81327 11.04726 0.14 0.05 0.03
H -0.64024 -1.88006 9.30936 0.24 -0.07 -0.02
H 0.92078 0.34958 10.70962 -0.08 -0.04 0.06
H -0.72012 0.48432 10.05841 0.03 -0.06 -0.08
H 0.66097 0.19194 8.98295 -0.17 -0.07 0.01
H 2.73189 -0.75590 12.10481 -0.01 -0.08 0.01
H 2.38501 -2.26966 12.97657 0.22 0.08 -0.16
H 1.06379 -1.29744 12.37950 0.02 0.14 -0.10